C12H18N6 | the ωB97M-V functional and the def2-TZVPD basis

## Properties
- max |F| (eV Å⁻¹) = 0.8
- energy (eV) = -21674.7407
- relative energy (zero: lowest compared OMol25 entry of this formula, charge and spin) (kcal per mole) = 2.7
- orbital gap (hartree) = 0.4269
- LUMO level (eV) = 0.22
- SMILES = CC#N.CC#N.CC#N.CC#N.CC#N.CC#N
- HOMO energy (eV) = -11.391

Each atom is followed by the atoms it is bonded to, with distances in Å.
Geometry (Å):
1 C 0.12277 -3.45394 -4.03332  C2 1.449, H4 1.086, H5 1.091, H6 1.088
2 C 0.94011 -2.46842 -3.35512  C1 1.449, N3 1.146
3 N 1.59931 -1.69374 -2.82734  C2 1.146
4 H 0.33555 -3.45166 -5.09819  C1 1.086
5 H -0.92891 -3.21494 -3.86650  C1 1.091
6 H 0.30149 -4.44730 -3.62782  C1 1.088
7 C -0.69592 -2.96261 3.10778  C8 1.462, H10 1.088, H11 1.087, H12 1.089
8 C -0.19619 -2.81391 4.47360  C7 1.462, N9 1.148
9 N 0.18378 -2.68749 5.54997  C8 1.148
10 H -1.26659 -3.88647 3.03968  C7 1.088
11 H 0.13016 -2.97498 2.40209  C7 1.087
12 H -1.33731 -2.10928 2.89178  C7 1.089
13 C -3.41030 4.33100 -1.67166  C14 1.457, H16 1.082, H17 1.091, H18 1.089
14 C -2.78814 5.58558 -2.07465  C13 1.457, N15 1.145
15 N -2.26688 6.55721 -2.38428  C14 1.145
16 H -4.35122 4.15221 -2.17556  C13 1.082
17 H -3.51036 4.37234 -0.58603  C13 1.091
18 H -2.70945 3.52027 -1.86596  C13 1.089
19 C -0.34204 -0.63563 -0.05932  C20 1.455, H22 1.094, H23 1.085, H24 1.087
20 C -1.12150 0.59227 -0.09184  C19 1.455, N21 1.145
21 N -1.71716 1.57015 -0.10148  C20 1.145
22 H 0.59325 -0.40054 0.45668  C19 1.094
23 H -0.10837 -1.01316 -1.04978  C19 1.085
24 H -0.86683 -1.37477 0.53986  C19 1.087
25 C 1.24470 2.14399 -2.37858  C26 1.447, H28 1.089, H29 1.088, H30 1.088
26 C 1.84473 1.77267 -3.64165  C25 1.447, N27 1.146
27 N 2.33955 1.45286 -4.62407  C26 1.146
28 H 1.65422 3.08850 -2.02298  C25 1.089
29 H 1.45194 1.37005 -1.64180  C25 1.088
30 H 0.16822 2.26798 -2.47903  C25 1.088
31 C 2.62619 -0.49274 5.32795  C32 1.455, H34 1.084, H35 1.089, H36 1.092
32 C 2.16424 -0.62000 3.95424  C31 1.455, N33 1.146
33 N 1.81361 -0.69379 2.86554  C32 1.146
34 H 3.68691 -0.27623 5.37516  C31 1.084
35 H 2.37898 -1.40271 5.87351  C31 1.089
36 H 2.03748 0.29724 5.79910  C31 1.092